Below is a cluster of 10 separate species, C24H66F6O21PS9 in total in a non-equilibrium geometry, with properties calculated with the ωB97M-V functional and the def2-TZVPD basis.

The geometry in XYZ format:
```
127
Properties=species:S:1:pos:R:3:forces:R:3
P 0.2930 0.1918 -0.2701 0.628 1.533 1.061
F -0.5811 1.3289 0.6005 0.567 -1.045 -0.347
F 1.2926 -0.0125 1.0012 -0.253 0.331 -0.429
F -0.6132 -1.0628 0.3199 0.002 0.786 -0.024
F 1.1112 -0.8374 -1.1515 0.565 -0.698 -0.189
F -0.7594 0.3683 -1.4525 -0.514 0.310 -0.541
F 1.2587 1.4148 -0.8717 -1.121 -0.978 0.752
O 5.0731 -2.2201 -2.3507 0.205 0.664 0.267
S 4.9926 -0.7871 -2.2159 -0.771 1.365 -1.878
O 4.9392 -0.1332 -0.9349 0.343 -0.674 -0.798
O 6.2066 -0.0765 -3.0704 -0.958 -0.531 1.707
C 6.8421 -0.7591 -4.1486 0.553 -0.476 -0.716
C 7.4370 0.3934 -5.0019 -0.447 -0.730 0.305
C 3.5487 -0.1889 -3.2271 1.018 -0.387 0.455
H 6.1714 -1.5031 -4.5784 -0.552 0.642 -0.717
H 7.6007 -1.4635 -3.8074 0.513 0.530 0.579
H 8.2923 0.1335 -5.6256 -0.007 -0.359 0.220
H 7.7526 1.1099 -4.2435 0.088 0.247 -0.325
H 6.7015 0.8416 -5.6700 -0.134 0.078 0.261
H 2.7207 -0.8005 -2.8687 -0.101 0.423 -0.012
H 3.7043 -0.3333 -4.2962 0.345 -0.553 0.122
H 3.4432 0.8908 -3.1212 -0.132 -0.136 0.686
O -5.2268 3.1766 1.5586 1.179 -2.454 3.868
S -4.8681 2.2856 2.7586 0.079 1.072 -2.375
O -4.7848 2.7647 4.1230 -0.225 -0.548 -2.036
O -5.9243 1.0379 2.7453 0.738 1.678 1.150
C -6.4563 0.7590 1.4795 1.180 0.768 -1.983
C -7.3876 -0.3401 1.5407 -2.520 -1.668 0.562
C -3.3439 1.3482 2.2806 -0.098 -0.140 0.424
H -5.6222 0.5228 0.8187 0.332 -0.418 -0.135
H -6.8799 1.6361 0.9902 -0.349 0.206 0.532
H -8.3378 -0.0487 1.9881 0.008 0.343 0.346
H -7.0808 -1.2012 2.1345 0.450 0.008 -0.287
H -7.7330 -0.6714 0.5613 0.553 -0.107 -0.221
H -2.3846 1.8027 2.5283 -0.398 0.849 -0.181
H -3.3700 1.1066 1.2181 -0.142 0.262 0.101
H -3.2695 0.4135 2.8365 -0.701 -0.035 0.123
O -4.0164 -4.8419 -1.2706 0.152 2.254 2.383
S -4.0135 -3.8940 -0.1244 0.406 -0.551 0.393
O -4.7886 -2.6262 -0.1902 1.609 -2.629 0.078
O -4.5948 -4.7204 1.1877 0.215 2.545 -1.009
C -4.0152 -5.9509 1.5444 -0.526 -2.260 -0.217
C -4.8254 -6.5595 2.6915 0.049 0.274 -0.096
C -2.1894 -3.5282 0.5265 -1.803 -0.668 -1.563
H -2.9571 -5.9776 1.8047 0.107 0.839 0.077
H -4.1161 -6.6008 0.6752 0.085 -0.191 -0.071
H -4.8134 -5.9114 3.5678 0.131 -0.041 0.047
H -4.3952 -7.5278 2.9473 0.107 0.071 0.075
H -5.8710 -6.7352 2.4386 0.056 0.132 -0.247
H -2.2616 -2.8141 1.3468 -0.076 -0.140 -0.266
H -1.6694 -3.1588 -0.3573 -0.157 0.386 0.199
H -1.7185 -4.4802 0.7714 -0.332 0.023 0.295
O 4.7841 4.9953 -0.2281 -0.266 -2.656 -0.752
S 4.5888 3.5863 -0.6286 -1.217 -0.430 -2.590
O 3.9306 3.2103 -1.9320 1.963 1.394 3.502
O 6.0484 2.8090 -0.7117 -2.580 0.490 0.552
C 7.0351 3.1958 0.2319 1.312 0.994 -0.150
C 8.1682 3.7201 -0.6041 0.992 0.473 0.632
C 3.7004 2.6616 0.6490 0.891 -0.658 0.263
H 7.4183 2.3861 0.8529 -0.681 -0.395 -0.086
H 6.7374 4.0310 0.8658 -0.572 -0.230 0.075
H 8.8783 4.2120 0.0607 0.167 0.058 0.158
H 7.8081 4.5111 -1.2619 0.078 -0.375 -0.349
H 8.7407 2.9182 -1.0703 -0.333 0.143 -0.510
H 4.1553 2.8305 1.6250 -0.004 0.445 -0.066
H 3.8934 1.6109 0.4323 0.044 -0.007 -0.368
H 2.6152 2.7545 0.6923 0.201 0.646 -0.465
O -0.0879 -5.5327 2.1749 1.822 0.979 1.710
S 0.8730 -5.1380 3.2353 -0.672 -1.138 -0.118
O 1.4073 -6.2306 4.0840 -0.547 3.062 -2.075
O 2.0868 -4.2049 2.5735 -1.456 -1.555 1.336
C 1.7530 -3.2725 1.5181 -0.113 0.101 -1.562
C 2.8748 -3.3351 0.4968 0.920 0.184 0.376
C 0.0110 -3.9130 4.2957 0.351 -0.216 0.266
H 1.6394 -2.2483 1.8731 0.011 -0.189 0.469
H 0.8386 -3.5554 0.9966 -0.232 -0.188 0.419
H 3.7920 -3.0050 0.9845 0.195 -0.204 0.070
H 2.7964 -2.6496 -0.3470 -0.623 0.000 0.102
H 3.0407 -4.3432 0.1172 -0.157 -0.006 0.066
H 0.6649 -3.4003 5.0011 0.566 -0.144 -0.421
H -0.6821 -4.4273 4.9615 -0.185 -0.365 -0.512
H -0.4998 -3.1657 3.6885 0.056 -0.258 -0.195
O -2.2362 6.8624 -0.3269 -0.073 -2.026 -1.762
S -2.1790 5.6468 -1.1536 1.285 -0.373 0.660
O -2.9883 5.4577 -2.3722 1.402 0.405 2.420
O -0.6201 5.3535 -1.6282 -1.739 0.281 0.780
C 0.5221 5.6012 -0.7404 0.264 0.884 -0.970
C 1.6338 5.9140 -1.7262 0.731 0.117 0.650
C -2.3205 4.1570 -0.0414 -0.986 0.501 -1.199
H 0.8272 4.7878 -0.0822 -0.566 -0.728 -0.423
H 0.3554 6.4292 -0.0514 -0.440 0.283 -0.363
H 2.5107 6.1360 -1.1179 0.273 -0.013 -0.081
H 1.4624 6.7916 -2.3495 -0.386 -0.075 0.122
H 1.9011 5.0689 -2.3606 -0.218 -0.058 0.100
H -1.3803 3.8691 0.4289 -0.091 0.425 -0.060
H -2.6189 3.3752 -0.7398 0.280 -0.147 -0.054
H -3.1663 4.2707 0.6368 0.250 0.319 0.175
C -2.9095 -3.4054 -3.7329 0.270 -0.028 -0.894
S -1.6214 -2.4361 -4.6574 -1.180 1.803 1.475
O -2.3473 -1.1029 -4.9113 0.728 -1.407 0.265
C -0.4558 -2.1281 -3.2741 0.385 -0.488 -0.077
H -3.5633 -3.7091 -4.5505 -0.097 -0.133 0.062
H -3.5111 -2.7796 -3.0737 0.413 0.257 0.024
H -2.5777 -4.3008 -3.2073 0.307 0.187 -0.115
H 0.2064 -1.2741 -3.4169 -0.420 0.149 -0.594
H 0.2132 -2.9885 -3.2627 -0.071 -0.252 0.138
H -0.8837 -1.9917 -2.2810 -0.442 -0.117 -0.259
C -3.7183 0.1221 -2.0473 0.187 0.258 0.496
S -4.2895 1.7220 -2.8477 -0.491 -2.494 -0.323
O -4.4331 1.2494 -4.3017 -0.199 1.000 1.227
C -5.9029 1.7833 -2.0271 -1.288 0.256 -0.295
H -3.1644 -0.4483 -2.7930 0.147 0.370 -0.337
H -4.6045 -0.4210 -1.7190 -0.177 0.192 -0.257
H -3.1077 0.3300 -1.1687 0.165 0.294 -0.231
H -6.4275 0.8324 -2.1200 0.632 -0.405 0.010
H -6.6525 2.4587 -2.4395 0.683 0.607 -0.404
H -5.8072 2.0455 -0.9734 0.607 0.024 0.013
C 2.3840 2.0043 4.1040 1.025 -0.396 0.837
S 2.3665 0.7773 5.4904 -2.643 0.884 1.316
O 2.0393 1.5346 6.7752 0.773 -0.836 -1.641
C 0.7677 -0.0697 5.0350 0.325 -0.872 -0.957
H 1.9992 1.5760 3.1785 0.006 0.122 0.073
H 3.4631 2.1556 4.0767 0.104 0.065 -0.658
H 2.0035 2.9841 4.3927 -0.657 -0.380 0.123
H 0.9467 -0.7099 4.1712 0.534 0.246 -0.548
H -0.0739 0.5497 4.7249 0.261 0.511 0.487
H 0.4358 -0.8523 5.7172 0.249 0.626 0.874
```
Positions in Å, forces in eV/Å.

The HOMO energy (alpha / beta) is -0.3368 / -0.3368 Ha. As for the spin multiplicity: 2. As for the max |F|: 4.73 eV Å⁻¹. As for the HOMO-LUMO gap (alpha / beta): 8.1502 / 3.7587 eV.

Atom charges from the Löwdin analysis, given in e for atoms 1 to 6: P 0.24; F -0.20; F -0.17; F -0.19; F -0.14; F -0.15

Below is a cluster of 7 separate species, C18H32Cl10O6 in total in a non-equilibrium geometry, with properties calculated with the ωB97M-V functional and the def2-TZVPD basis.

The geometry in XYZ format:
```
66
Properties=species:S:1:pos:R:3:forces:R:3
Cl 14.5413 12.8424 15.7029 -0.384 -0.799 0.389
C 14.1965 11.2212 16.5017 -0.514 0.681 -1.079
C 13.4183 10.2660 15.6461 -1.220 -0.250 0.583
Cl 11.5954 10.7431 15.3701 1.850 -0.377 0.306
H 13.5958 11.3621 17.3947 0.632 0.388 0.357
H 15.1857 10.7844 16.6011 -0.057 -0.012 0.583
H 13.4302 9.3186 16.2208 -0.426 0.383 -0.470
H 13.8483 10.1052 14.6858 0.057 0.008 -0.734
Cl 15.3764 11.4859 8.6751 0.507 0.115 0.025
C 13.8972 10.6398 8.2791 -1.762 0.079 -0.057
C 12.7601 11.5940 7.8909 -0.188 -2.211 1.297
Cl 12.1321 12.5307 9.2735 0.056 -0.192 -0.111
H 13.4845 10.1293 9.1481 0.683 -0.323 0.174
H 14.0384 9.9289 7.4528 0.282 0.288 0.327
H 11.9906 10.9270 7.4759 -0.127 0.587 0.212
H 13.0885 12.2702 7.1974 0.598 1.724 -1.890
Cl 6.3994 13.3799 17.4426 0.758 0.123 -0.528
C 7.8819 13.8877 16.5025 0.480 0.480 1.650
C 8.7526 12.7702 16.1038 1.875 -1.837 0.697
Cl 8.0485 11.8720 14.7712 -0.368 -0.701 -0.579
H 8.4899 14.5187 17.1692 -0.533 0.040 -0.171
H 7.5613 14.4278 15.6520 -0.451 0.674 -0.693
H 8.9805 12.0717 16.9463 -0.737 0.368 -0.526
H 9.7980 12.9821 15.7785 -0.955 0.868 0.066
Cl 16.5443 9.3482 14.3387 0.121 0.133 0.661
C 17.0083 10.6219 13.1708 2.714 0.326 0.471
C 16.2910 10.2681 11.9123 -1.051 2.023 0.095
Cl 14.5258 10.6696 12.1396 0.302 -0.168 -0.336
H 18.1572 10.4985 13.0451 -1.920 0.116 -0.017
H 16.8868 11.6439 13.6168 -0.466 -1.021 -0.603
H 16.3541 9.2383 11.7524 0.035 -1.557 -0.351
H 16.5885 10.8029 11.0189 0.232 0.227 0.108
Cl 10.2939 14.5177 12.6395 1.179 -0.203 1.323
C 11.9038 14.5910 13.5738 -0.264 1.148 0.241
C 12.2195 15.9636 14.1465 -0.443 1.147 -1.178
Cl 11.4499 16.0336 15.7272 -0.321 0.614 0.763
H 12.6266 14.4838 12.8342 1.117 -0.762 -1.571
H 12.1335 13.8826 14.3907 -1.070 -0.234 -0.713
H 11.8859 16.8642 13.4941 0.371 -1.697 1.119
H 13.3126 16.0555 14.2835 -0.524 -0.187 0.019
C 8.8935 10.9256 10.8396 0.203 0.798 -0.954
C 9.4568 9.5562 11.0743 0.508 0.624 0.544
C 8.9191 8.8648 12.3645 1.086 0.639 -1.115
O 8.7661 7.5538 11.9604 0.059 -1.356 -0.816
C 8.8446 7.4512 10.6089 -1.216 -3.946 -0.060
O 8.6704 6.3403 10.0991 0.692 3.364 0.411
O 9.0491 8.6365 10.0401 0.067 -0.308 -0.080
H 9.4915 11.5985 10.1672 -0.411 -0.887 0.608
H 8.7395 11.4451 11.7652 0.213 0.304 0.663
H 7.9117 10.8219 10.4171 -0.588 -0.055 -0.352
H 10.5530 9.6199 10.9829 -0.230 -0.324 0.572
H 7.9977 9.2225 12.7179 -1.572 0.910 0.008
H 9.5368 8.8654 13.2223 1.237 0.332 0.648
C 15.0204 16.5206 8.3382 0.525 -0.158 1.058
C 15.5855 15.2506 9.0008 0.925 1.629 1.469
C 17.1308 15.2475 9.2164 -0.979 -1.861 -1.868
O 17.2983 14.5269 10.4467 0.062 0.452 -0.897
C 16.1604 14.6775 11.1504 1.118 0.110 2.858
O 16.1363 14.4868 12.3474 -0.443 -0.228 -1.302
O 15.1856 15.1801 10.4413 -1.298 0.278 -1.920
H 13.9101 16.5103 8.4014 0.801 0.045 -0.538
H 15.4712 16.6813 7.3290 -0.755 -0.369 0.628
H 15.3891 17.3454 8.9700 -0.318 -0.038 -0.285
H 15.2741 14.3605 8.5016 -0.364 -0.733 -0.056
H 17.5829 16.2456 9.2433 0.007 -0.348 0.041
H 17.4640 14.5686 8.3796 0.603 1.113 0.874
```
Positions in Å, forces in eV/Å.

The HOMO energy is -0.3841 Ha. As for the max |F|: 4.13 eV Å⁻¹. As for the SMILES: C[C@H]1COC(=O)O1.C[C@H]1COC(=O)O1.ClCCCl.ClCCCl.ClCCCl.ClCCCl.ClCCCl. As for the HOMO-LUMO gap: 10.6496 eV.

Atom charges from the natural (NBO) analysis, given in e for atoms 1 to 6: Cl -0.10; C -0.37; C -0.32; Cl -0.14; H 0.23; H 0.24

Below is a cluster of 2 separate species, C3H12N2 in total in a non-equilibrium geometry, with properties calculated with the ωB97M-V functional and the def2-TZVPD basis.

The geometry in XYZ format:
```
17
Properties=species:S:1:pos:R:3:forces:R:3
C 0.9389 0.5220 -1.5940 1.310 0.377 -0.761
N 1.5064 -0.4207 -2.5749 -0.581 -1.033 0.079
H -0.1367 0.6060 -1.6997 -0.149 -0.340 0.277
H 1.3279 1.5171 -1.8192 -0.002 0.083 -0.054
H 1.3090 0.2887 -0.6057 -0.524 -0.101 0.537
H 0.9474 -1.2767 -2.5372 -0.170 0.347 -0.304
H 2.3896 -0.8027 -2.2487 0.235 0.596 0.022
C -0.8526 -1.2591 1.2495 -0.460 -0.703 0.316
C -1.3809 0.1390 1.4956 0.529 0.640 -0.163
N -0.3617 1.1927 1.4611 0.412 0.326 0.357
H -0.1378 -1.5614 2.0180 0.154 0.126 -0.099
H -1.6426 -2.0215 1.2726 -0.068 0.227 0.078
H -0.4020 -1.3559 0.2673 0.271 0.162 -0.108
H -2.1191 0.4025 0.7469 -0.229 -0.028 -0.194
H -1.8793 0.2604 2.4596 -0.017 -0.379 -0.001
H 0.3798 1.0254 2.1341 -0.250 -0.072 0.190
H 0.1355 1.3008 0.5877 -0.462 -0.228 -0.171
```
Positions in Å, forces in eV/Å.

The HOMO energy is -0.3363 Ha. The energy above the lowest of the compared OMol25 structures with the same formula, charge and spin is 37.1 kJ/mol. As for the max |F|: 1.56 eV Å⁻¹. As for the SMILES: CCN.CN. As for the HOMO-LUMO gap: 10.1005 eV.

Atom charges from the natural (NBO) analysis, given in e for atoms 1 to 6: C -0.43; N -0.82; H 0.20; H 0.19; H 0.17; H 0.34